{"formula": "C64H62F9I2N2O", "method": "ωB97M-V/def2-TZVPD", "elements": ["O", "C", "C", "C", "C", "C", "N", "C", "C", "C", "C", "I", "C", "N", "I", "H", "H", "H", "H", "H", "H", "H", "H", "H", "H", "H", "H", "H", "H", "H", "H", "H", "F", "C", "C", "C", "C", "C", "C", "H", "H", "H", "H", "H", "F", "C", "C", "C", "C", "C", "C", "H", "H", "H", "H", "H", "F", "C", "C", "C", "C", "C", "C", "H", "H", "H", "H", "H", "F", "C", "C", "C", "C", "C", "C", "H", "H", "H", "H", "H", "F", "C", "C", "C", "C", "C", "C", "H", "H", "H", "H", "H", "F", "C", "C", "C", "C", "C", "C", "H", "H", "H", "H", "H", "F", "C", "C", "C", "C", "C", "C", "H", "H", "H", "H", "H", "F", "C", "C", "C", "C", "C", "C", "H", "H", "H", "H", "H", "F", "C", "C", "C", "C", "C", "C", "H", "H", "H", "H", "H"], "coordinates": [[0.847, -1.296, 2.062], [-0.528, -0.967, 2.217], [-1.236, -1.091, 0.885], [-1.246, -2.512, 0.300], [0.068, -2.925, -0.387], [0.110, -2.624, -1.838], [-0.414, -1.563, -2.446], [-0.144, -1.574, -3.804], [-0.619, -0.488, -4.708], [0.309, -0.242, -5.916], [-0.492, 0.046, -7.193], [0.568, 1.427, -8.436], [0.575, -2.688, -4.016], [0.716, -3.330, -2.792], [1.762, -5.053, -2.579], [1.224, -1.479, 2.929], [-0.618, 0.069, 2.560], [-1.009, -1.606, 2.961], [-2.276, -0.805, 1.064], [-0.850, -0.370, 0.155], [-1.407, -3.201, 1.132], [-2.103, -2.660, -0.361], [0.886, -2.369, 0.084], [0.303, -3.977, -0.228], [-0.934, -0.844, -1.967], [-0.686, 0.437, -4.132], [-1.629, -0.742, -5.035], [0.951, 0.605, -5.688], [0.914, -1.126, -6.111], [-1.432, 0.538, -6.969], [-0.656, -0.853, -7.773], [0.998, -3.046, -4.936], [0.051, -1.175, 4.753], [0.526, 0.038, 5.155], [1.888, 0.206, 5.259], [2.377, 1.448, 5.639], [1.497, 2.484, 5.921], [0.126, 2.284, 5.815], [-0.373, 1.050, 5.423], [2.549, -0.619, 5.036], [3.443, 1.611, 5.709], [1.880, 3.450, 6.218], [-0.558, 3.095, 6.034], [-1.436, 0.873, 5.322], [4.188, 0.453, 3.592], [4.509, -0.270, 2.496], [5.015, 0.397, 1.402], [5.269, -0.328, 0.248], [5.019, -1.695, 0.219], [4.531, -2.343, 1.346], [4.271, -1.628, 2.504], [5.165, 1.462, 1.468], [5.645, 0.178, -0.631], [5.201, -2.253, -0.690], [4.333, -3.407, 1.320], [3.880, -2.107, 3.392], [-2.610, -1.773, -6.824], [-3.427, -2.759, -7.293], [-3.523, -3.933, -6.578], [-4.356, -4.932, -7.063], [-5.061, -4.742, -8.243], [-4.939, -3.549, -8.941], [-4.116, -2.539, -8.465], [-2.958, -4.059, -5.664], [-4.452, -5.860, -6.516], [-5.706, -5.525, -8.618], [-5.486, -3.402, -9.862], [-4.010, -1.598, -8.989], [8.049, 6.017, 6.064], [7.499, 4.910, 5.530], [7.344, 3.793, 6.326], [6.773, 2.657, 5.770], [6.376, 2.649, 4.439], [6.548, 3.786, 3.661], [7.111, 4.932, 4.206], [7.666, 3.820, 7.358], [6.640, 1.774, 6.381], [5.938, 1.761, 4.015], [6.243, 3.785, 2.622], [7.249, 5.830, 3.620], [-5.475, -1.333, 1.149], [-5.451, -0.215, 1.912], [-4.784, 0.894, 1.435], [-4.754, 2.043, 2.213], [-5.386, 2.062, 3.448], [-6.049, 0.931, 3.906], [-6.089, -0.222, 3.135], [-4.297, 0.852, 0.469], [-4.238, 2.922, 1.852], [-5.363, 2.958, 4.054], [-6.540, 0.942, 4.869], [-6.607, -1.111, 3.470], [4.688, 3.198, 0.625], [3.888, 4.191, 0.161], [4.058, 4.695, -1.109], [3.200, 5.708, -1.527], [2.207, 6.189, -0.681], [2.067, 5.654, 0.594], [2.914, 4.647, 1.021], [4.840, 4.310, -1.749], [3.310, 6.120, -2.521], [1.545, 6.976, -1.016], [1.297, 6.023, 1.258], [2.822, 4.211, 2.007], [0.867, -5.312, -10.657], [1.672, -4.245, -10.481], [3.012, -4.362, -10.789], [3.834, -3.259, -10.607], [3.313, -2.069, -10.117], [1.962, -1.978, -9.813], [1.127, -3.073, -9.998], [3.397, -5.300, -11.165], [4.885, -3.331, -10.850], [3.958, -1.212, -9.975], [1.552, -1.053, -9.427], [0.069, -3.025, -9.777], [-8.540, -2.694, 4.012], [-7.926, -3.889, 3.865], [-7.522, -4.274, 2.603], [-6.889, -5.500, 2.458], [-6.677, -6.316, 3.561], [-7.096, -5.902, 4.818], [-7.725, -4.676, 4.980], [-7.704, -3.625, 1.757], [-6.563, -5.820, 1.477], [-6.188, -7.273, 3.441], [-6.937, -6.537, 5.679], [-8.056, -4.331, 5.950], [-0.584, 6.061, 3.219], [-0.595, 5.890, 4.560], [-1.806, 5.734, 5.202], [-1.805, 5.548, 6.577], [-0.610, 5.530, 7.283], [0.594, 5.694, 6.610], [0.609, 5.872, 5.234], [-2.725, 5.758, 4.633], [-2.744, 5.420, 7.099], [-0.616, 5.390, 8.356], [1.527, 5.686, 7.158], [1.535, 5.996, 4.688]], "e_tot_ha": -4154.64984, "charge": 1, "e_lumo_ev": -3.9}